Record 1
# C7H11N

A cluster of 3 separate species, C7H11N in total in a non-equilibrium geometry (ωB97M-V/def2-TZVPD, the Open Molecules 2025 dataset).

Geometry as XYZ:
```
19
Properties=species:S:1:pos:R:3:mulliken_charge:R:1
C 2.836 0.001 0.667 -1.113
C 1.910 -0.082 -0.551 -0.744
C 0.322 0.035 -0.363 0.710
C -0.540 -0.988 -0.328 -1.143
C -1.800 -0.206 -0.447 0.724
C -1.555 1.377 -0.129 -0.678
C -0.157 1.472 -0.067 -0.485
H 2.755 0.959 1.066 0.379
H 2.572 -0.629 1.489 0.313
H 3.671 -0.412 0.213 0.362
H 1.944 -1.250 -0.691 0.205
H 2.110 0.353 -1.486 0.455
H -0.473 -2.203 -0.477 0.236
H -2.349 -0.497 -1.413 0.320
H -2.142 -1.637 1.481 0.236
H -4.233 -0.604 -0.195 0.212
H -2.240 2.223 -0.048 0.370
H 0.163 2.447 0.476 0.229
N -2.793 -0.358 0.803 -0.589
```

Summary:
energy = -327.684896 Eh
frontier orbital gap = 7.6 eV
multiplicity = 1
energy above the lowest of the compared OMol25 structures with the same formula, charge and spin = 252.94 kcal/mol



Record 2
# C7H11N2

The ion C7H11N2 with charge +1 in a non-equilibrium geometry (ωB97M-V/def2-TZVPD, the Open Molecules 2025 dataset).

Geometry as XYZ:
```
20
Properties=species:S:1:pos:R:3:mulliken_charge:R:1
C 2.419 -0.974 0.133 -0.186
C 2.438 0.367 0.117 -0.515
C 0.314 -0.253 -0.063 0.001
C 0.923 2.157 -0.080 -0.282
C -1.155 -0.284 -0.074 1.176
C -1.944 1.007 -0.055 -1.753
C -1.845 -1.591 -0.050 -1.449
N 1.139 -1.340 0.084 -0.107
N 1.156 0.867 -0.017 0.200
H 3.153 -1.770 0.222 0.423
H 3.435 0.966 -0.128 0.287
H -0.032 2.467 -0.101 0.312
H 1.650 2.840 0.216 0.285
H -1.832 1.482 -0.951 0.482
H -2.996 0.770 0.109 0.406
H -1.695 1.687 0.845 0.385
H -3.012 -1.650 -0.087 0.353
H -1.407 -2.152 -1.040 0.333
H -1.466 -2.262 0.719 0.345
H 0.757 -2.334 0.203 0.301
```

Summary:
charge = +1
energy = -382.489095 Eh
frontier orbital gap (alpha / beta) = 7.3 / 7.3 eV
SMILES = C=[n+]1cc[nH]c1=C(C)C
multiplicity = 1
energy above the lowest of the compared OMol25 structures with the same formula, charge and spin = 84.41 kcal/mol



Record 3
# C7H11N2

The ion C7H11N2 with charge +1 in a non-equilibrium geometry (ωB97M-V/def2-TZVPD, the Open Molecules 2025 dataset).

Geometry as XYZ:
```
20
Properties=species:S:1:pos:R:3:mulliken_charge:R:1
C -1.707 -0.402 2.899 0.144
C -0.963 -0.376 1.947 -1.089
C -0.270 -0.064 0.582 0.881
C 0.051 0.492 -1.560 -0.621
C 1.402 0.140 -0.932 -0.631
C -2.365 0.309 -0.671 -0.928
C 2.015 -0.512 1.333 -0.953
N -0.967 0.076 -0.516 0.043
N 1.004 -0.302 0.389 -0.018
H -2.340 -0.717 3.674 0.466
H -0.050 1.551 -1.796 0.377
H -0.184 -0.098 -2.445 0.388
H 1.911 -0.723 -1.397 0.392
H 1.995 1.004 -1.054 0.315
H -2.436 0.728 -1.670 0.404
H -2.761 -0.639 -0.597 0.380
H -2.877 1.056 0.016 0.321
H 1.742 -0.852 2.343 0.313
H 2.364 0.425 1.553 0.468
H 2.709 -1.071 0.902 0.347
```

Summary:
charge = +1
energy = -382.483949 Eh
frontier orbital gap = 9.8 eV
SMILES = C#CC1=[N+](C)CCN1C
multiplicity = 1
energy above the lowest of the compared OMol25 structures with the same formula, charge and spin = 87.64 kcal/mol



Record 4
# C7H11N2O2

A cluster of 2 separate species, C7H11N2O2 in total in a non-equilibrium geometry (ωB97M-V/def2-TZVPD, the Open Molecules 2025 dataset).

Geometry as XYZ:
```
22
Properties=species:S:1:pos:R:3:mulliken_charge:R:1
C -1.373 -0.366 1.875 -0.582
C -2.674 0.412 1.919 0.688
O -3.634 -0.336 2.406 -0.256
O -2.827 1.541 1.528 -0.542
H -0.506 0.261 2.079 0.270
H -1.274 -0.700 0.843 0.033
H -1.398 -1.229 2.533 0.358
C 1.959 -0.818 -0.412 -0.348
C 1.117 -2.069 -0.094 -1.067
C 1.156 0.279 -1.041 0.497
C 1.246 1.634 -0.889 -0.786
C -0.525 1.127 -2.091 -0.248
N 0.041 -0.012 -1.781 -0.542
N 0.184 2.158 -1.569 -0.042
H 2.466 -0.442 0.486 0.282
H 2.833 -1.044 -1.038 0.367
H 1.283 -2.817 -0.850 0.308
H 1.955 2.310 -0.438 0.426
H -1.517 1.219 -2.497 0.404
H -0.024 3.137 -1.667 0.168
H 0.077 -1.779 -0.170 0.333
H 1.435 -2.467 0.868 0.277
```

Summary:
energy = -533.255756 Eh
frontier orbital gap (alpha / beta) = 9.5 / 5.8 eV
multiplicity = 2
energy above the lowest of the compared OMol25 structures with the same formula, charge and spin = 1.58 kcal/mol



Record 5
# C7H11N2O2

The ion C7H11N2O2 with charge +1 in a non-equilibrium geometry (ωB97M-V/def2-TZVPD, the Open Molecules 2025 dataset).

Geometry as XYZ:
```
22
Properties=species:S:1:pos:R:3:mulliken_charge:R:1
C -2.940 1.068 0.230 -0.501
C -1.704 0.392 0.080 0.109
C -1.675 -1.057 0.143 0.930
C 1.363 1.279 0.417 0.220
C -0.460 1.242 0.096 0.373
C -0.463 -1.697 -0.264 -0.978
C 2.070 1.153 -0.955 -1.230
N -3.934 1.633 0.351 -0.348
N -2.772 -1.698 0.520 -0.341
O 1.648 0.413 1.341 -0.515
O -0.649 2.541 -0.088 -0.376
H 1.429 2.315 0.638 0.344
H -0.617 -2.819 -0.260 0.477
H 0.317 -1.431 0.471 0.209
H -0.223 -1.318 -1.225 0.291
H 1.959 0.158 -1.235 0.395
H 3.194 1.397 -0.947 0.366
H 1.593 1.857 -1.734 0.327
H -3.472 -1.288 1.070 0.230
H -2.710 -2.718 0.419 0.266
H 2.560 -0.056 1.156 0.420
H -1.443 2.939 -0.220 0.331
```

Summary:
charge = +1
energy = -532.974553 Eh
frontier orbital gap = 8.8 eV
SMILES = CC(=[NH2+])/C(C#N)=C(/O)[C@H](C)O
multiplicity = 1
energy above the lowest of the compared OMol25 structures with the same formula, charge and spin = 50.12 kcal/mol



Record 6
# C7H11N2O5

The ion C7H11N2O5 with charge -1 in a non-equilibrium geometry (ωB97M-V/def2-TZVPD, the Open Molecules 2025 dataset).

Geometry as XYZ:
```
25
Properties=species:S:1:pos:R:3:mulliken_charge:R:1
C -2.079 2.343 -1.238 0.760
C -0.133 2.438 0.564 0.561
C 1.204 -0.859 1.605 -0.536
C 0.496 0.482 1.968 -0.862
C 0.287 -1.248 0.420 -0.018
C -0.131 0.051 -0.286 -0.500
C -0.016 -2.804 -1.415 -0.764
N -0.100 1.039 0.765 0.318
N 0.729 0.191 -1.483 -0.562
O -2.045 2.742 -2.348 -0.584
O -0.546 2.729 -0.619 -0.568
O -2.699 1.852 -0.367 -0.572
O 0.295 3.167 1.449 -0.734
O 0.910 -2.149 -0.498 -0.421
H 2.237 -0.708 1.224 0.303
H 0.977 -1.533 2.380 0.346
H -0.379 0.347 2.775 0.210
H 1.148 1.096 2.435 0.439
H -0.637 -1.552 1.003 0.257
H 0.010 -2.262 -2.282 0.316
H -0.932 -2.906 -0.757 0.305
H 0.357 -3.780 -1.708 0.249
H 0.563 1.158 -1.820 0.398
H 1.688 0.071 -1.286 0.220
H -1.203 0.095 -0.483 0.437
```

Summary:
charge = -1
energy = -759.104819 Eh
frontier orbital gap = 8.5 eV
SMILES = CO[C@H]1CCN(C(=O)OC(=O)[O-])[C@H]1N
multiplicity = 1
energy above the lowest of the compared OMol25 structures with the same formula, charge and spin = 8.63 kcal/mol



Record 7
# C7H11N2S

The ion C7H11N2S with charge +1 in a non-equilibrium geometry (ωB97M-V/def2-TZVPD, the Open Molecules 2025 dataset).

Geometry as XYZ:
```
21
Properties=species:S:1:pos:R:3:mulliken_charge:R:1
C 1.128 -1.058 -2.671 -0.389
C 0.441 -0.212 -1.850 -0.416
C 2.624 -0.080 -1.374 -0.190
C -2.231 0.456 2.000 -0.178
C -1.665 -0.477 2.949 -1.116
C -1.655 0.395 0.521 -0.834
C 1.163 0.994 0.163 -0.127
N 2.473 -0.921 -2.487 -0.098
N 1.452 0.376 -0.979 0.191
S -0.419 1.756 0.383 -0.109
H 0.497 -1.561 -3.433 0.336
H -0.586 -0.026 -1.795 0.566
H 3.555 0.350 -0.990 0.376
H -3.335 0.336 1.994 0.338
H -2.166 1.493 2.483 0.312
H -1.654 -0.349 3.947 0.386
H -1.097 -1.289 2.645 0.313
H -1.173 -0.523 0.374 0.557
H -2.400 0.810 -0.039 0.406
H 1.978 1.198 0.902 0.378
H 3.069 -1.666 -2.744 0.298
```

Summary:
charge = +1
energy = -780.614323 Eh
frontier orbital gap (alpha / beta) = 5.6 / 8.5 eV
multiplicity = 1
energy above the lowest of the compared OMol25 structures with the same formula, charge and spin = 103.92 kcal/mol



Record 8
# C7H11N3O2

An isolated molecule of C7H11N3O2 in a non-equilibrium geometry (ωB97M-V/def2-TZVPD, the Open Molecules 2025 dataset).

Geometry as XYZ:
```
23
Properties=species:S:1:pos:R:3:mulliken_charge:R:1
C 1.272 -1.500 -0.639 -0.417
C -0.051 -1.589 -0.180 0.719
C -0.862 -0.559 -0.389 -0.001
C -0.442 -2.790 0.543 -1.292
C 0.030 2.395 -0.761 -1.240
C 1.586 1.437 0.950 -1.256
C 1.040 1.544 -0.508 0.951
N 1.868 -0.478 -1.216 -0.749
N 1.251 0.611 -1.369 -0.130
N -2.009 -0.061 -0.359 0.682
O -2.266 0.762 0.838 -0.465
O -2.887 -0.039 -1.233 -0.677
H 1.977 -2.392 -0.565 0.344
H -0.158 -3.643 -0.054 0.387
H 0.080 -2.793 1.462 0.317
H -1.618 -2.862 0.642 0.307
H 0.310 3.440 -0.697 0.354
H -0.675 2.167 0.012 0.309
H -0.480 2.092 -1.619 0.431
H 1.714 2.348 1.460 0.430
H 2.452 0.793 0.944 0.372
H 0.785 0.870 1.344 0.292
H -2.916 0.248 1.391 0.331
```

Summary:
energy = -587.796159 Eh
frontier orbital gap = 8.5 eV
SMILES = CC(=C=[N+]([O-])O)/C=N\N=C(C)C
multiplicity = 1
energy above the lowest of the compared OMol25 structures with the same formula, charge and spin = 187.03 kcal/mol



Record 9
# C7H11N3S

An isolated molecule of C7H11N3S in a non-equilibrium geometry (ωB97M-V/def2-TZVPD, the Open Molecules 2025 dataset).

Geometry as XYZ:
```
22
Properties=species:S:1:pos:R:3:mulliken_charge:R:1
C -0.791 0.192 -3.297 -0.569
C -0.334 1.368 -2.593 -0.319
C -1.445 -0.442 -2.282 -0.107
C -0.034 -0.976 0.858 0.285
C 0.801 1.167 1.500 -1.107
C 1.769 -0.890 2.293 -1.097
C -1.556 -0.298 0.191 -1.082
N -0.582 1.318 -1.317 -0.867
N -1.314 0.235 -1.102 0.707
N 0.677 -0.278 1.759 0.135
S 0.272 -2.575 0.502 -0.304
H -0.863 -0.048 -4.348 0.374
H 0.293 2.095 -2.882 0.519
H -1.733 -1.545 -2.256 0.268
H 0.161 1.848 2.062 0.315
H 1.708 1.479 1.795 0.512
H 0.641 1.539 0.524 0.409
H 2.562 -1.264 1.672 0.424
H 2.403 -0.293 3.004 0.338
H 1.386 -1.797 2.905 0.362
H -1.964 0.334 0.921 0.370
H -2.057 -1.171 0.089 0.434
```

Summary:
energy = -835.678180 Eh
frontier orbital gap = 8.9 eV
SMILES = CN(C)C(=S)Cn1cccn1
multiplicity = 1
energy above the lowest of the compared OMol25 structures with the same formula, charge and spin = 50.50 kcal/mol



Record 10
# C7H11N3Se2

An isolated molecule of C7H11N3Se2 in a non-equilibrium geometry (ωB97M-V/def2-TZVPD, the Open Molecules 2025 dataset).

Geometry as XYZ:
```
23
Properties=species:S:1:pos:R:3:mulliken_charge:R:1
C 0.615 0.210 -0.151 -0.060
C -0.484 0.375 0.699 0.053
C 1.512 -0.840 -0.159 -0.528
C -0.906 -0.375 1.810 0.313
C 0.406 -2.427 1.555 0.274
C -3.417 1.547 0.582 -0.894
C 3.644 1.250 -1.316 -0.983
N -0.423 -1.601 1.978 -0.267
N -1.747 0.112 2.888 -0.610
N 0.505 -3.691 1.269 -0.374
Se -1.512 2.017 0.186 0.017
Se 3.261 -0.595 -0.817 0.104
H 0.841 1.114 -0.806 0.062
H -3.784 1.016 -0.284 0.292
H -3.269 0.906 1.499 0.244
H -4.105 2.291 0.740 0.388
H 2.851 1.454 -2.193 0.243
H 3.585 2.087 -0.634 0.350
H 4.654 1.363 -1.681 0.306
H -1.193 0.819 3.444 0.244
H -1.823 -0.638 3.573 0.294
H 1.355 -4.012 0.805 0.288
H -0.384 -4.255 1.161 0.244
```

Summary:
energy = -5240.245295 Eh
frontier orbital gap = 6.9 eV
multiplicity = 1
energy above the lowest of the compared OMol25 structures with the same formula, charge and spin = 103.43 kcal/mol



Record 11
# C7H11N4O

The ion C7H11N4O with charge -1 in a non-equilibrium geometry (ωB97M-V/def2-TZVPD, the Open Molecules 2025 dataset).

Geometry as XYZ:
```
23
Properties=species:S:1:pos:R:3:mulliken_charge:R:1
C -1.075 -1.876 -0.481 -0.316
C 0.161 -1.278 -0.412 0.779
C -2.151 0.126 -0.450 0.746
C -0.893 0.852 -0.502 0.145
C 1.419 -2.075 -0.264 -1.584
C -3.410 0.933 -0.367 -1.096
C 2.098 1.160 0.777 -0.772
N -2.227 -1.170 -0.463 -0.864
N -0.887 2.132 -0.598 -0.870
N 0.238 0.058 -0.416 0.075
N 1.673 0.990 -0.623 0.045
O 2.532 0.335 -1.323 -0.579
H -1.181 -2.953 -0.496 0.340
H 2.204 -1.591 -0.850 0.347
H 1.257 -3.099 -0.593 0.407
H 1.731 -2.084 0.780 0.166
H -3.647 1.146 0.678 0.158
H -4.243 0.390 -0.810 0.356
H -3.245 1.880 -0.874 0.351
H 2.547 0.256 1.206 0.291
H 2.858 1.945 0.766 0.327
H 1.252 1.485 1.381 0.268
H 0.067 2.481 -0.685 0.279
```

Summary:
charge = -1
energy = -567.429810 Eh
frontier orbital gap (alpha / beta) = 4.1 / 5.0 eV
multiplicity = 3
energy above the lowest of the compared OMol25 structures with the same formula, charge and spin = 0.00 kcal/mol



Record 12
# C7H11N4O

The ion C7H11N4O with charge +1 in a non-equilibrium geometry (ωB97M-V/def2-TZVPD, the Open Molecules 2025 dataset).

Geometry as XYZ:
```
23
Properties=species:S:1:pos:R:3:mulliken_charge:R:1
C -2.801 0.656 -1.138 -0.508
C -1.741 -0.146 -1.138 -0.161
C -2.411 0.304 0.891 0.106
C 1.705 -0.864 -0.563 0.022
C 1.230 0.831 0.847 -0.634
C 2.386 1.256 -0.072 -0.327
C -0.371 -1.116 0.776 -0.216
N -3.181 0.986 0.117 -0.536
N -1.510 -0.449 0.252 0.165
N 0.858 -0.518 0.348 0.118
N 2.474 0.040 -0.998 -0.121
O -0.345 -2.456 0.401 -0.585
H -3.103 1.405 -1.896 0.361
H -1.046 -0.584 -1.984 0.259
H -2.641 0.415 2.021 0.296
H 1.790 -1.829 -1.064 0.448
H 1.646 0.749 2.025 0.286
H 0.388 1.583 0.963 0.310
H 1.973 2.142 -0.686 0.338
H 3.335 1.402 0.552 0.306
H -0.442 -0.963 1.871 0.448
H 3.089 0.015 -1.807 0.211
H -1.284 -2.857 0.282 0.416
```

Summary:
charge = +1
energy = -567.296036 Eh
frontier orbital gap = 9.2 eV
SMILES = O[C@@H](N1C=[NH+]CC1)n1ccnc1
multiplicity = 1
energy above the lowest of the compared OMol25 structures with the same formula, charge and spin = 52.80 kcal/mol